C15H27O4PdS5Si | ωB97M-V/def2-TZVPD

HOMO level: -11.87 eV
Total charge: +1
Relative energy (zero: lowest compared OMol25 entry of this formula, charge and spin): 0.0 kcal per mole
Orbital gap: 5.4 eV
Total energy: -3297.00681 a.u.

Each line ends with the natural charge from an NBO analysis.
Atoms and positions in Å:
C1 2.067 0.286 -1.857  -0.646
C2 -0.747 -2.395 -0.961  -0.644
C3 1.200 0.006 3.740  -0.646
H1 4.564 0.513 -0.721  0.220
O1 -0.443 -0.599 2.058  -0.975
C4 -3.136 6.156 -3.719  0.235
H2 4.137 -0.106 0.880  0.223
H3 3.396 1.389 0.285  0.219
H4 -1.686 -1.879 3.940  0.216
H5 -1.563 -0.735 -3.009  0.211
H6 2.795 0.293 -2.669  0.239
C5 -1.421 4.661 -2.430  -0.420
Pd1 -0.536 1.917 -1.335  0.548
C6 3.056 -1.827 -0.923  -0.621
S1 -3.574 4.442 -4.042  0.464
H7 -3.068 -0.174 -2.212  0.214
H8 2.247 -2.408 -1.363  0.209
H9 -0.555 -1.534 5.254  0.221
H10 -0.003 -2.252 -1.744  0.215
H11 0.110 -3.118 2.725  0.214
C7 -2.797 -1.430 0.140  -0.644
C8 -0.939 -1.172 4.301  -0.619
H12 1.634 -0.277 4.700  0.232
H13 -2.368 -1.656 1.112  0.243
C9 -2.297 3.741 -3.133  -0.406
S2 -0.200 4.135 -1.461  0.405
H14 1.831 1.321 -1.603  0.200
H15 1.614 -2.293 2.262  0.224
O2 -0.950 0.004 -0.532  -0.979
H16 2.013 0.097 3.017  0.220
H17 1.174 -0.230 -2.218  0.206
H18 -1.419 -0.206 4.462  0.219
H19 3.381 -2.323 -0.009  0.224
H20 -0.239 -2.537 -0.008  0.233
S3 -1.698 6.345 -2.659  0.464
H21 -1.305 -3.305 -1.183  0.237
H22 -3.413 -0.535 0.225  0.221
H23 3.892 -1.814 -1.623  0.221
C10 0.191 -1.041 3.295  0.288
H24 -3.436 -2.259 -0.164  0.228
S4 -2.073 2.115 -3.123  0.250
C11 0.854 -2.384 3.036  -0.635
O3 1.585 -0.515 0.402  -0.973
C12 2.613 -0.408 -0.613  0.287
Si1 0.144 0.128 0.758  2.220
H25 -2.842 -1.872 -2.595  0.244
S5 0.188 2.239 0.851  -0.550
H26 1.327 -2.746 3.949  0.225
C13 3.750 0.399 -0.005  -0.628
C14 -2.326 -0.971 -2.264  -0.636
O4 -3.730 7.069 -4.169  -0.438
H27 0.714 0.975 3.862  0.219
C15 -1.714 -1.229 -0.907  0.301

Forces on the atoms, in the same order (eV/Å):
-0.006 -0.167 0.077
-0.018 -0.007 0.031
0.004 -0.018 0.000
0.013 0.001 -0.012
-0.127 -0.035 -0.055
-0.076 0.037 -0.119
0.000 -0.005 0.011
0.001 0.019 0.001
-0.012 -0.003 0.003
0.001 0.027 0.014
0.077 -0.015 0.090
0.499 0.351 0.321
-0.869 0.717 0.460
0.051 0.008 0.006
-0.065 0.029 -0.017
-0.012 0.015 -0.003
-0.031 -0.010 -0.010
0.007 0.003 0.005
0.031 0.004 -0.012
0.003 -0.010 -0.021
-0.004 0.025 -0.030
0.019 0.004 -0.026
0.006 -0.008 -0.004
0.007 0.008 0.024
-0.288 -0.400 -0.394
-0.085 -0.149 -0.106
0.018 0.077 -0.135
0.024 -0.009 -0.018
0.199 -0.466 0.275
0.010 0.017 -0.009
0.011 0.035 -0.022
-0.014 0.006 0.002
0.004 -0.009 0.005
0.020 -0.021 0.022
0.040 -0.072 0.078
-0.004 -0.017 -0.006
-0.010 0.015 0.009
0.011 -0.006 -0.013
-0.034 -0.011 0.057
0.000 -0.007 -0.008
0.234 0.085 -0.002
-0.023 0.012 0.010
-0.231 -0.127 -0.135
0.034 0.067 0.094
0.473 -0.062 0.022
-0.003 -0.008 -0.017
0.122 -0.036 -0.421
0.004 -0.007 0.007
-0.023 0.009 -0.007
0.011 -0.062 -0.037
0.012 -0.006 0.039
0.000 0.023 -0.004
-0.010 0.160 -0.020